(1)
Density functional theory data (ωB97M-V/def2-TZVPD) for a cluster of 2 separate species, C32H45BBr2ClN3O5P in total at a distorted geometry.

Summary:
**Gap between HOMO and LUMO**: 7.45 eV
**E_LUMO**: -3.4 eV
**Calculated total energy**: -7761.02127 Eh

```
! RIJCOSX wB97M-V def2-TZVPD def2/J DEFGRID3
* xyz 1 1
C -3.3395 -0.7634 4.1364
B -3.4198 -0.1043 2.6867
O -3.8097 1.2483 2.6054
C -3.0882 -0.8498 1.2947
C -3.8969 -0.7596 0.1911
C -5.2285 0.0701 0.1638
C -3.5125 -1.5207 -1.1314
O -4.3825 -1.9951 -1.8088
C -1.9813 -1.6232 -1.3980
C -1.1221 -1.7340 -0.2187
C 0.3283 -1.7745 -0.3975
C 1.1328 -1.8857 0.9423
C 1.2347 -3.4238 1.4256
C 0.5189 -4.4334 0.4733
Cl 0.8998 -6.1163 1.1220
C 0.9579 -1.7176 -1.7456
P 2.7861 -1.7012 -1.7141
N 3.2704 -3.0124 -0.9586
O 3.2408 -0.2889 -0.9017
O 3.5862 -1.6546 -3.1376
C 0.0895 -1.6659 -2.9411
C 0.7503 -1.6549 -4.3422
Br -0.1343 -2.8585 -5.6762
C 1.1123 -0.2161 -4.9200
C 0.9457 -0.1168 -6.4949
Br 0.2394 1.2860 -3.9749
C -1.3717 -1.5994 -2.7175
C -2.4093 -1.4537 -3.8924
C -3.0452 -2.6871 -4.3013
C -4.0564 -2.5726 -5.3683
C -4.2428 -1.1917 -5.8116
C -3.5082 -0.0507 -5.3145
N -2.5814 -0.1953 -4.3306
C -1.8152 -1.7621 1.1786
O -1.4671 -2.4435 2.1121
H -3.1490 -1.8619 4.1039
H -2.4777 -0.2872 4.6939
H -4.2592 -0.5017 4.7331
H -3.3936 1.5769 1.7859
H -5.0208 1.1697 0.1693
H -5.8837 -0.2060 1.0323
H -5.7662 -0.1911 -0.7858
H 2.1808 -1.5247 0.8815
H 0.6259 -1.3413 1.7841
H 0.8707 -3.5160 2.4770
H 2.3229 -3.7112 1.4540
H -0.5972 -4.3457 0.5463
H 0.8890 -4.4175 -0.5755
H 3.7592 -2.7479 -0.0956
H 3.8545 -0.5917 -0.2089
H 4.2911 -2.3292 -3.1471
H 1.7273 -2.1974 -4.2386
H 2.2149 -0.0767 -4.7484
H 1.4558 0.8470 -6.7781
H -0.1173 -0.1587 -6.8201
H 1.5777 -0.9195 -6.9664
H -2.8060 -3.6799 -3.8515
H -4.6073 -3.4384 -5.7824
H -5.0132 -1.0009 -6.5993
H -3.7516 0.9577 -5.7277
C 1.2267 5.0622 5.0428
C 2.2927 3.9827 5.1950
C 3.3324 3.9784 4.0740
C 2.8767 3.6225 2.6606
N 2.3015 2.2229 2.4602
C 0.7961 2.1885 2.7124
C 0.1850 2.6366 1.4028
C 1.0322 1.9273 0.3624
C 2.4277 1.8261 0.9675
C 3.0111 1.1902 3.2884
H 0.7160 5.0088 4.0777
H 0.4725 4.9525 5.8238
H 1.6652 6.0572 5.1392
H 1.8147 3.0046 5.2950
H 2.8159 4.1529 6.1396
H 4.1588 3.3214 4.3608
H 3.7756 4.9784 4.0212
H 3.7572 3.6831 2.0191
H 2.1476 4.3401 2.2841
H 0.5218 1.1562 2.9381
H 0.5376 2.8306 3.5493
H 0.2589 3.7207 1.2834
H -0.8692 2.3705 1.3262
H 1.0412 2.4552 -0.5912
H 0.6401 0.9252 0.1701
H 3.1457 2.4830 0.4803
H 2.7931 0.8070 0.9125
H 2.8298 1.3827 4.3418
H 4.0745 1.2398 3.0588
H 2.6122 0.2084 3.0337
*
```

Mulliken atomic charge list, values in e, 2 entries: C -0.8798; B 0.7620

(2)
Density functional theory data (ωB97M-V/def2-TZVPD) for a cluster of 2 separate species, C32H45BCl3NO7S in total at a distorted geometry.

Summary:
**Gap between HOMO and LUMO**: 6.57 eV
**ΔE to the lowest compared entry with this formula, charge and spin**: 1187.86 kJ/mol
**E_LUMO**: -1.0 eV
**Calculated total energy**: -3630.91295 Eh

```
! RIJCOSX wB97M-V def2-TZVPD def2/J DEFGRID3
* xyz 0 1
C 1.4167 3.3667 4.2116
C 0.2478 2.2944 3.8705
Cl -1.1782 2.9196 2.9382
C 0.3719 0.9294 4.2627
Cl 1.9255 0.5460 5.1999
C -0.7598 -0.2070 3.9617
C -0.5217 -1.2091 5.2126
C -1.7093 -2.2416 5.4785
O -2.3582 -2.1719 6.5656
O -2.1463 0.1917 4.1783
B -3.0743 -0.0680 3.0436
C -4.1251 -1.3460 3.2637
C -5.0586 -1.1587 4.5725
O -4.7170 -0.5280 5.5862
Cl -6.7139 -2.0108 4.4634
S -4.1999 1.3355 2.4508
C -3.5410 1.8544 0.7627
O -4.2935 2.5109 3.4151
O -5.6409 0.8989 2.1830
O -2.1509 -0.6316 2.0476
C -0.7608 -0.8565 2.4497
C 0.0165 -0.0813 1.2792
C 1.4126 -0.7129 0.8385
C 1.6038 -1.0457 -0.6884
C 2.9037 -1.6166 -1.3016
C 4.1235 -1.8859 -0.3855
C 3.9443 -1.5840 1.1504
C 5.2415 -1.9351 2.0587
C 2.6297 -1.0012 1.7497
C -0.6591 -2.4586 2.3223
C -1.7568 -3.3110 1.5860
C -1.6591 -4.8815 1.5042
C -0.4825 -5.6866 2.1114
C 0.6445 -4.8445 2.8057
C 0.5359 -3.3083 2.9051
H 1.0095 4.4374 4.0581
H 2.3499 3.1661 3.5592
H 1.6281 3.2671 5.3290
H -0.4711 -0.5303 6.1477
H 0.4469 -1.8101 5.1586
H -1.9651 -3.0794 4.7408
H -3.5533 -2.3367 3.4530
H -4.7530 -1.5536 2.3139
H -4.0300 1.2295 -0.0793
H -2.4090 1.6229 0.6781
H -3.6408 2.9857 0.5880
H 0.1903 1.0305 1.4674
H -0.6713 -0.1402 0.3499
H 0.7312 -0.8296 -1.4127
H 2.9259 -1.7836 -2.4380
H 5.0897 -2.2835 -0.8331
H 5.5817 -1.0532 2.6961
H 4.9099 -2.7963 2.7556
H 6.0978 -2.3349 1.4119
H 2.5804 -0.7912 2.8665
H -2.6676 -2.8552 1.0796
H -2.4898 -5.4917 0.9907
H -0.4482 -6.8366 2.0492
H 1.5498 -5.3890 3.2380
H 1.3826 -2.7604 3.4478
C -0.0093 -0.0684 -6.3238
C 0.0332 1.4486 -6.2259
N -0.3143 2.0082 -4.8403
C -1.7503 1.5811 -4.5074
C -0.3657 3.5420 -4.8898
C 0.9454 4.2544 -5.1619
C 0.5700 1.4610 -3.6966
C 2.0877 1.5876 -3.8555
O 2.5465 0.8896 -5.0017
C 3.7276 1.4336 -5.5737
H -1.0163 -0.4612 -6.1732
H 0.3016 -0.3693 -7.3270
H 0.6591 -0.5602 -5.6181
H -0.6940 1.8742 -6.9254
H 1.0094 1.8305 -6.5147
H -2.4009 1.9048 -5.3216
H -2.0400 2.0619 -3.5725
H -1.7842 0.4999 -4.3894
H -0.7748 3.8817 -3.9339
H -1.0828 3.7962 -5.6753
H 1.5235 4.3788 -4.2456
H 0.7371 5.2686 -5.5137
H 1.5634 3.7722 -5.9191
H 0.3127 0.4036 -3.5977
H 0.2487 1.9768 -2.7883
H 2.5600 1.1269 -2.9802
H 2.4056 2.6284 -3.8634
H 4.2374 2.1457 -4.9157
H 3.4645 1.9368 -6.5095
H 4.4138 0.6175 -5.8083
*
```

Mulliken atomic charge list, values in e, 2 entries: C -1.1017; C 0.0813

(3)
Density functional theory data (ωB97M-V/def2-TZVPD) for a cluster of 2 separate species, C32H45FIN2O3S in total at a distorted geometry.

Summary:
**Gap between HOMO and LUMO**: 3.58 eV
**E_LUMO**: 1.8 eV
**Calculated total energy**: -2376.95170 Eh

```
! RIJCOSX wB97M-V def2-TZVPD def2/J DEFGRID3
* xyz -1 1
C 1.3173 -4.3915 1.1005
C 1.5425 -3.2660 1.5368
C 2.1411 -1.8307 1.5717
C 3.5921 -1.6041 1.9573
C 4.5844 -2.7991 2.3077
C 5.2824 -3.1844 0.9048
O 6.7066 -3.3667 1.0324
C 7.2118 -3.9278 -0.2113
C 8.2648 -2.9386 -0.9169
C 4.1340 -0.2110 1.9938
C 3.3366 1.0091 1.6515
C 4.0327 2.4239 1.7401
C 4.1190 3.1922 0.3618
F 4.8037 2.4555 -0.6299
C 1.9067 0.8000 1.2434
C 1.3492 -0.6149 1.2234
S -0.4162 -0.7220 0.6821
C -0.4084 0.4990 -0.7071
C -1.1259 0.2428 -1.9948
C -1.9373 -1.1102 -2.1157
C -3.4707 -0.7424 -1.7840
C -3.7611 -0.5769 -0.2344
C -5.3481 -0.4762 0.0234
C -5.7655 -0.9929 1.4617
C -7.3319 -0.9718 1.7424
C -8.0311 -2.3733 1.4435
O -7.7886 -2.7631 0.0785
C -8.3715 -4.0585 -0.1933
C -1.0294 1.2638 -3.0862
C -0.2067 2.4913 -2.8549
C -0.0879 3.5235 -4.0477
N -1.3781 3.5386 -4.8004
C 0.4930 2.7557 -1.5455
C 0.4156 1.7505 -0.4264
N 1.1115 1.9726 0.8613
C 0.1473 2.4012 1.9245
I 0.6915 1.7943 3.9456
C 0.0755 4.0168 1.8541
C -1.1185 4.5530 0.9483
H 1.1575 -5.4344 0.7210
H 5.3993 -2.3649 2.9541
H 4.0321 -3.6699 2.7584
H 4.7755 -4.1003 0.4698
H 5.1310 -2.3171 0.1759
H 6.3786 -4.0927 -0.9700
H 7.7955 -4.8884 -0.0136
H 9.2168 -2.8379 -0.3139
H 7.8091 -1.9306 -1.1608
H 8.5463 -3.4184 -1.9129
H 5.2079 -0.0682 2.2998
H 3.5124 3.0809 2.5120
H 5.0891 2.2398 2.1101
H 4.7424 4.1303 0.5485
H 3.1119 3.5685 -0.0164
H -1.5378 -1.9405 -1.4680
H -1.9125 -1.4470 -3.1953
H -3.6316 0.2889 -2.2494
H -4.1892 -1.4719 -2.2726
H -3.3319 0.4183 0.1160
H -3.3548 -1.4057 0.4163
H -5.7006 0.6050 -0.0940
H -5.8700 -1.0537 -0.8060
H -5.2813 -0.3068 2.2225
H -5.4112 -2.0595 1.6207
H -7.4718 -0.8023 2.8612
H -7.8841 -0.1346 1.2174
H -9.1677 -2.2968 1.5597
H -7.6983 -3.1775 2.1847
H -8.4297 -4.1381 -1.3210
H -9.4276 -4.1366 0.2228
H -7.7491 -4.8965 0.2434
H -1.5362 1.0813 -4.0701
H 0.1375 4.5598 -3.6563
H 0.7170 3.1624 -4.7693
H -2.1038 3.7322 -4.1021
H -1.3275 4.3087 -5.4753
H 1.1131 3.6834 -1.3499
H -0.9160 2.0461 1.7603
H 0.0689 4.4941 2.8753
H 1.0441 4.3353 1.3393
H -1.3948 5.5887 1.3411
H -0.8090 4.7246 -0.1343
H -2.0303 3.8865 0.9248
O 7.1774 3.5115 -2.2009
H 6.3211 3.1824 -1.9454
*
```

Mulliken atomic charge list, values in e, 2 entries: C -0.3158; C -1.1715

(4)
Density functional theory data (ωB97M-V/def2-TZVPD) for a structure of composition C32H45N2O3S2W at a distorted geometry.

Summary:
**Gap between HOMO and LUMO (spin up / spin down)**: 5.63 / 4.91 eV
**Expectation value of S²**: 2.407
**ΔE to the lowest compared entry with this formula, charge and spin**: 196.18 kJ/mol
**E_LUMO (spin up / spin down)**: -11.7 / -12.2 eV
**Calculated total energy**: -2443.93243 Eh

```
! RIJCOSX wB97M-V def2-TZVPD def2/J DEFGRID3
* xyz 3 3
W 1.0217 -1.0419 -1.9701
C 1.9349 4.2443 3.5957
C 1.2495 2.8998 3.3408
C 2.0323 1.7615 4.0971
C -0.1891 3.0041 3.8325
C 1.2833 2.6040 1.8694
C 0.4741 1.5716 1.4034
C 0.7067 1.0594 0.1159
N 0.0061 -0.0714 -0.3345
C -1.2018 -0.6454 -0.1305
C -2.1589 0.0010 0.5809
C -3.3513 -0.7042 0.7811
C -3.5750 -1.8987 0.0614
C -2.6040 -2.5813 -0.7373
C -1.4701 -1.7846 -0.9774
O -0.7155 -1.8839 -2.0630
C -2.8309 -3.8923 -1.4961
C -1.4675 -4.6642 -1.6075
C -3.6861 -4.7578 -0.6463
C -3.4504 -3.5527 -2.8687
C -4.2884 -0.4071 1.9355
C -5.7405 -0.0847 1.4967
C -4.3697 -1.5934 2.9090
C -3.7958 0.8120 2.7941
C 1.7221 1.5376 -0.6858
O 1.9294 0.7506 -1.7341
C 2.5250 2.6126 -0.2060
C 2.1561 3.1861 0.9807
C 3.8307 3.0213 -0.8521
C 4.8076 3.4435 0.3386
C 3.6197 4.2780 -1.7000
C 4.4465 1.8156 -1.5834
H 2.0050 4.3603 4.6730
H 1.5924 5.1163 3.0677
H 2.9603 4.1646 3.2619
H 2.0687 1.9369 5.2013
H 3.0749 1.6196 3.6624
H 1.5708 0.7811 3.9858
H -0.1558 3.3147 4.8956
H -0.8173 2.1250 3.7686
H -0.6301 3.8143 3.2526
H -0.1630 1.0532 2.0963
H -1.9830 1.0053 1.0117
H -4.5593 -2.3670 0.0853
H -0.8876 -4.7247 -0.6690
H -0.8864 -4.1354 -2.3767
H -1.5239 -5.6632 -2.0088
H -3.2236 -4.9947 0.3278
H -3.8519 -5.6883 -1.1802
H -4.6662 -4.3709 -0.4007
H -2.6967 -3.1877 -3.5875
H -4.2429 -2.8392 -2.8223
H -3.8192 -4.4967 -3.3402
H -6.0153 -0.7843 0.6966
H -5.8900 0.8594 0.9304
H -6.4518 -0.1132 2.3148
H -4.9879 -2.3747 2.5260
H -4.9070 -1.2142 3.8351
H -3.3920 -1.9830 3.3067
H -3.5266 1.6485 2.1255
H -2.8700 0.4972 3.3680
H -4.6297 1.0792 3.5057
H 2.6015 4.1755 1.2260
H 4.4787 4.4345 0.7662
H 5.8780 3.4897 0.0819
H 4.7313 2.6670 1.0679
H 3.3168 5.2560 -1.2157
H 2.9033 4.0662 -2.5424
H 4.6270 4.5572 -2.2271
H 4.2201 0.8601 -1.0764
H 5.5181 2.0275 -1.6892
H 4.1171 1.7219 -2.6168
S -0.0510 -0.0095 -4.2156
C 1.1361 -1.1815 -4.3566
N 2.3800 -0.9623 -3.7265
C 3.4530 -1.8940 -4.0294
C 2.8550 -3.1672 -4.6318
S 1.1733 -2.8337 -5.0386
H 2.5592 0.0463 -3.6115
H 3.9447 -2.1196 -3.0746
H 4.1591 -1.4388 -4.7999
H 2.6485 -3.9073 -3.7892
H 3.5135 -3.6674 -5.3684
O 2.5150 -3.2527 -0.2980
C 1.9761 -2.3454 -0.8877
*
```

Mulliken atomic charge list, values in e, 2 entries: W 1.5237; C -2.1363